{"formula": "C78H55B3N11O46Tl", "method": "ωB97M-V/def2-TZVPD", "elements": ["Tl", "O", "C", "O", "B", "O", "C", "O", "O", "C", "O", "C", "O", "O", "O", "C", "O", "B", "O", "C", "O", "O", "C", "O", "C", "O", "O", "O", "C", "O", "B", "O", "C", "O", "O", "C", "O", "C", "O", "O", "C", "C", "C", "C", "C", "C", "N", "O", "O", "H", "H", "H", "H", "H", "C", "C", "C", "C", "C", "C", "N", "O", "O", "H", "H", "H", "H", "H", "C", "C", "C", "C", "C", "C", "N", "O", "O", "H", "H", "H", "H", "H", "C", "C", "C", "C", "C", "C", "N", "O", "O", "H", "H", "H", "H", "H", "C", "C", "C", "C", "C", "C", "N", "O", "O", "H", "H", "H", "H", "H", "C", "C", "C", "C", "C", "C", "N", "O", "O", "H", "H", "H", "H", "H", "C", "C", "C", "C", "C", "C", "N", "O", "O", "H", "H", "H", "H", "H", "C", "C", "C", "C", "C", "C", "N", "O", "O", "H", "H", "H", "H", "H", "C", "C", "C", "C", "C", "C", "N", "O", "O", "H", "H", "H", "H", "H", "C", "C", "C", "C", "C", "C", "N", "O", "O", "H", "H", "H", "H", "H", "C", "C", "C", "C", "C", "C", "N", "O", "O", "H", "H", "H", "H", "H"], "coordinates": [[-0.77079, 0.33407, 2.36881], [2.95571, 6.53379, 5.01451], [2.38471, 5.97871, 4.13553], [2.81201, 4.99991, 3.35934], [1.86319, 4.70357, 2.34848], [0.71331, 5.61355, 2.46482], [0.92083, 6.30546, 3.63127], [0.22026, 7.16687, 4.06303], [1.28632, 3.29310, 2.61238], [1.47785, 2.57550, 1.55626], [1.05612, 1.46494, 1.29729], [2.21776, 3.41822, 0.46739], [2.50040, 4.62793, 0.98307], [2.41155, 3.02172, -0.65038], [-5.87631, -0.97591, -0.29963], [-5.28073, -1.89944, -0.83671], [-5.73097, -2.74741, -1.76438], [-4.66480, -3.80224, -1.95882], [-3.43716, -3.21898, -1.37582], [-3.77203, -2.15095, -0.66601], [-3.07435, -1.35495, -0.06524], [-4.50041, -4.13926, -3.31724], [-4.18743, -5.42184, -3.41073], [-3.83917, -5.91616, -4.44458], [-4.55956, -6.08549, -2.02867], [-4.99222, -5.07771, -1.28829], [-4.45358, -7.22663, -1.76115], [-0.42580, 1.45641, 8.79045], [-0.21978, 0.34637, 8.47120], [-0.18340, -0.92347, 8.36210], [1.11968, -1.45559, 8.31728], [-0.61908, -1.57573, -1.62764], [-0.51042, -1.21538, -0.52688], [-0.26311, -0.95357, 0.64365], [1.05622, -3.00784, 8.30607], [1.99030, -3.43489, 9.09751], [2.38117, -4.52891, 9.31891], [2.61882, -2.25283, 9.92814], [1.96312, -1.09475, 9.30684], [3.40392, -2.37163, 10.78615], [-5.61222, 3.40925, -6.32218], [-5.18426, 3.26723, -5.03363], [-5.12043, 1.96778, -4.46348], [-5.38853, 0.88778, -5.24729], [-5.81903, 1.00426, -6.60665], [-5.94438, 2.29692, -7.12004], [-5.17921, -0.50493, -4.76192], [-4.79654, -0.58374, -3.62728], [-5.39507, -1.38531, -5.60651], [-5.66271, 4.37927, -6.81153], [-4.91318, 4.20086, -4.56294], [-4.71722, 1.80815, -3.48909], [-6.13339, 0.11794, -7.16710], [-6.29323, 2.45169, -8.16283], [5.49361, -0.20528, 3.68515], [5.31820, -1.32008, 4.53996], [4.42839, -1.38481, 5.63564], [3.60224, -0.23858, 5.71685], [3.80364, 0.97714, 5.08185], [4.73042, 0.92206, 3.96531], [2.57528, -0.29160, 6.80559], [1.91954, -1.34371, 6.95953], [2.22077, 0.69864, 7.40444], [6.14654, -0.24473, 2.89948], [5.87870, -2.25209, 4.32687], [4.30863, -2.16680, 6.37494], [3.15744, 1.79360, 5.29484], [4.89578, 1.91096, 3.53666], [1.17650, 4.90313, 7.33967], [-0.04356, 5.28976, 6.80665], [-0.78460, 4.53297, 5.86780], [-0.27810, 3.29208, 5.48010], [0.95974, 2.90887, 5.97419], [1.66182, 3.68122, 6.87053], [-1.00751, 2.53315, 4.47510], [-1.94929, 2.93962, 3.87308], [-0.47323, 1.44909, 4.25191], [1.64237, 5.34394, 8.21858], [-0.42773, 6.23370, 7.26354], [-1.71544, 4.97549, 5.48588], [1.40793, 2.02229, 5.62364], [2.60939, 3.38328, 7.37695], [1.46960, 3.31524, -4.32833], [1.64543, 2.15663, -3.55647], [0.68085, 1.81184, -2.66838], [-0.50575, 2.52142, -2.72565], [-0.80222, 3.54116, -3.55370], [0.28178, 3.97336, -4.36019], [-1.57483, 2.02189, -1.89583], [-1.27549, 1.20560, -1.05449], [-2.71331, 2.45038, -2.02539], [2.36391, 3.63884, -4.75401], [2.60228, 1.60955, -3.51703], [0.90349, 1.06649, -1.91035], [-1.82639, 3.96581, -3.63850], [0.14265, 4.94528, -4.96490], [4.35584, -4.65014, 3.15925], [4.22200, -3.61313, 2.19149], [3.15379, -2.77089, 2.29314], [2.29994, -2.89544, 3.37256], [2.48096, -3.83202, 4.43335], [3.54396, -4.68124, 4.25418], [1.21140, -1.91142, 3.48257], [1.15387, -1.01056, 2.60818], [0.43806, -1.93821, 4.39372], [5.22416, -5.26440, 2.97026], [4.89401, -3.46350, 1.35747], [3.05875, -1.93524, 1.67927], [1.84480, -3.93852, 5.28556], [3.81676, -5.28831, 5.15437], [-0.48266, -5.74455, -1.42984], [-0.37945, -5.00862, -2.60283], [0.49691, -3.99775, -2.65939], [1.43436, -3.81855, -1.66802], [1.30898, -4.45551, -0.46040], [0.31910, -5.42506, -0.34119], [2.40904, -2.67056, -1.75088], [2.34439, -1.86770, -2.69167], [3.34185, -2.62643, -0.94282], [-1.17741, -6.58103, -1.29772], [-1.09446, -5.22024, -3.41640], [0.47138, -3.38784, -3.55420], [1.96074, -4.29765, 0.37440], [0.19138, -5.92322, 0.57044], [2.41230, -1.36943, -6.15802], [3.73105, -1.64197, -5.79024], [4.73501, -0.67215, -5.76879], [4.36489, 0.54501, -6.40600], [3.06767, 0.82195, -6.76344], [2.09582, -0.11028, -6.60379], [5.40713, 1.52233, -6.59490], [5.15885, 2.73525, -6.78334], [6.54737, 1.04837, -6.53760], [1.65450, -2.18503, -6.13061], [3.98075, -2.65425, -5.46429], [5.74971, -0.84381, -5.55151], [2.79897, 1.76665, -7.20734], [1.09981, 0.01547, -7.04237], [-5.60591, -4.80077, 2.37914], [-6.26806, -3.60150, 2.63801], [-5.55093, -2.45504, 2.88157], [-4.17748, -2.48934, 2.85308], [-3.45350, -3.63585, 2.50473], [-4.21052, -4.79855, 2.31095], [-3.39317, -1.37281, 3.31260], [-3.92476, -0.51031, 4.01763], [-2.20163, -1.35279, 2.94152], [-6.09554, -5.70884, 2.37305], [-7.34445, -3.49726, 2.74187], [-6.13110, -1.62036, 3.12875], [-2.34310, -3.55373, 2.41041], [-3.78781, -5.74647, 1.99067], [6.56675, 2.27522, -3.67612], [5.26541, 2.08936, -3.24702], [5.04186, 1.91108, -1.89789], [6.07295, 1.72661, -1.04405], [7.42971, 1.78967, -1.44735], [7.63542, 2.24476, -2.72575], [5.92399, 1.72355, 0.42346], [6.84546, 1.08930, 1.01689], [5.02932, 2.29739, 1.02283], [6.72424, 2.68886, -4.68426], [4.46874, 2.21319, -3.98003], [4.03668, 1.85096, -1.47730], [8.14311, 1.72432, -0.66141], [8.62852, 2.49356, -3.04094], [-2.25991, -3.31431, -7.46738], [-2.37446, -2.11405, -8.14971], [-2.27546, -0.96951, -7.43186], [-2.05677, -1.01661, -6.08424], [-2.03695, -2.19881, -5.37479], [-2.06341, -3.36336, -6.08677], [-1.94342, 0.22636, -5.21506], [-2.43370, 1.26110, -5.69335], [-1.45132, 0.10910, -4.12563], [-2.48406, -4.19842, -8.03923], [-2.57176, -2.13263, -9.19449], [-2.59633, -0.01361, -7.85497], [-1.82042, -2.17421, -4.30738], [-2.31253, -4.26110, -5.55614], [-5.67688, 4.68031, -0.04065], [-5.79459, 3.28533, -0.20206], [-4.86384, 2.45236, 0.32836], [-3.76827, 3.01668, 0.98585], [-3.63320, 4.36820, 1.08746], [-4.64884, 5.20916, 0.68263], [-2.70079, 2.16896, 1.38340], [-2.84967, 1.11458, 1.97926], [-1.55622, 2.58284, 1.15929], [-6.43736, 5.33124, -0.42102], [-6.62419, 2.88265, -0.83084], [-4.94352, 1.40898, 0.08445], [-2.79881, 4.76318, 1.70992], [-4.47605, 6.26844, 0.84001]], "atomic_forces_ev_per_a": [[0.7, 1.0, 0.1], [0.3, 0.0, 0.3], [-1.4, 0.0, -0.3], [1.1, 0.1, 0.5], [-0.7, -0.7, -1.0], [0.9, 0.4, 1.5], [0.5, 0.7, -1.3], [-0.2, -0.4, 0.2], [0.4, 0.0, -0.2], [-0.1, 0.3, -1.2], [0.9, 0.3, 0.2], [0.1, 0.4, 0.0], [-1.1, -1.2, 0.5], [0.1, 0.5, 0.7], [0.7, -1.6, -0.8], [-1.1, 1.1, -0.3], [0.7, -0.3, 1.3], [-1.3, 0.7, 0.5], [0.4, 0.9, 1.0], [0.1, 0.9, 0.0], [0.0, -1.3, -0.4], [0.7, 0.2, -0.8], [-0.8, 0.0, -0.8], [0.4, -0.6, 0.4], [0.4, 1.9, -1.2], [0.0, -0.3, 0.8], [0.0, -1.4, 0.6], [0.6, -4.7, -1.4], [-0.6, 1.8, 1.1], [-2.4, 4.7, -0.1], [3.8, -5.2, -1.8], [0.0, 1.0, 1.9], [0.7, -0.3, 2.0], [-0.6, -2.2, -6.4], [-1.3, 1.7, -0.5], [1.0, 0.7, 1.7], [-0.1, -1.2, -0.5], [-1.8, -0.4, -2.2], [2.2, 0.4, 3.7], [-0.2, 1.4, 0.0], [-0.2, -0.4, -1.5], [-0.2, -0.7, 0.2], [0.6, 1.2, -0.3], [-0.9, -0.5, -2.4], [-0.3, 0.8, 0.9], [-0.1, -0.6, -0.2], [-0.7, 1.1, -2.0], [0.3, -1.3, 0.5], [0.6, 0.4, 2.0], [0.0, 0.0, 0.3], [0.1, -0.3, 0.7], [0.1, 0.0, 0.6], [0.4, 0.4, 0.2], [0.3, -0.2, 0.9], [-2.8, -0.3, 3.1], [0.2, -1.6, 0.4], [-0.2, 1.9, -2.0], [-0.5, -0.7, 2.6], [1.2, -2.2, -2.2], [-0.7, 1.5, 2.2], [2.3, 2.3, -2.3], [-2.0, -2.5, 0.1], [-0.6, 1.5, 0.7], [1.6, 0.0, -1.8], [-0.1, 0.8, 0.2], [0.2, -0.2, -0.5], [0.1, 0.7, 0.0], [0.1, -0.6, -0.6], [-0.9, -1.7, -0.4], [-0.9, 1.3, 0.8], [0.2, 1.0, 0.8], [-0.6, 2.2, -0.3], [0.2, -0.3, -0.2], [1.1, 0.6, 1.5], [2.5, 0.8, 1.3], [-1.6, 0.9, -0.1], [0.2, -1.4, 1.9], [0.0, 0.5, -0.6], [-0.1, -0.8, -1.0], [0.5, -0.6, 0.1], [0.0, -0.8, -0.4], [-0.7, -0.4, -1.0], [0.2, -1.5, 0.9], [0.8, 0.2, 0.2], [0.3, -0.4, 0.3], [-0.7, -1.1, 0.7], [0.3, 1.3, -1.8], [-1.7, 2.5, -0.6], [-0.9, 0.2, 0.6], [-0.1, -0.6, 0.4], [0.4, 0.0, -0.2], [1.0, 0.9, -1.4], [-0.6, 0.5, -0.2], [-0.5, 0.1, -0.3], [1.1, -0.4, 0.3], [0.4, -1.8, 0.9], [1.3, 1.7, -2.3], [-0.3, -1.4, 0.6], [-0.1, -0.1, 1.4], [-0.9, -0.6, 1.4], [-0.2, 1.2, -2.3], [0.6, -1.2, 2.4], [0.7, 1.1, -1.5], [1.7, -1.5, 1.3], [-0.5, -0.4, 1.2], [-0.1, -0.5, 0.7], [0.2, -0.3, 0.1], [-0.3, 1.1, -1.2], [-0.3, 0.4, 0.3], [-0.3, 0.0, -1.2], [-0.1, -0.6, 0.8], [-2.2, -1.8, 0.2], [1.3, 1.3, -1.8], [0.2, 1.8, 0.7], [-0.1, -0.9, 0.2], [0.1, 0.6, -1.4], [1.5, 0.5, -1.2], [-0.7, -1.3, 1.2], [-1.3, -0.4, -0.2], [0.1, 0.4, -0.3], [0.6, 0.2, 0.4], [0.4, 0.2, 0.2], [0.3, 0.4, 0.1], [-0.1, -0.7, 1.2], [0.2, -1.1, 0.3], [0.5, -0.6, 1.0], [-2.3, 0.8, -2.3], [0.0, -0.9, 1.4], [0.4, 1.4, -0.4], [-1.6, -1.2, -0.8], [1.5, 1.3, -0.3], [0.2, -2.3, 0.4], [-0.9, 1.1, -0.3], [0.7, 0.8, 0.0], [-0.1, 0.3, 0.0], [0.9, -0.3, 0.5], [0.3, 0.2, -0.1], [0.3, 0.4, 0.5], [1.2, 2.3, 0.8], [-0.2, -0.5, 0.0], [0.1, -0.6, 0.0], [0.7, -0.7, -0.1], [-0.1, -0.3, -0.1], [0.1, 0.0, -0.7], [-0.6, 1.5, 0.2], [1.1, -1.2, -0.9], [-1.2, -0.9, 1.3], [-1.1, -1.7, -0.5], [0.1, -0.4, -0.2], [-0.2, 1.5, 0.3], [-1.3, -0.4, 0.1], [0.5, 0.2, 0.3], [0.7, 1.2, 0.6], [0.6, 0.3, -0.7], [-2.1, -0.7, 0.6], [1.9, 0.5, 0.6], [-1.9, 1.0, 0.0], [-0.5, -1.0, -1.2], [1.3, -1.6, 1.5], [-1.9, 1.2, -0.7], [0.5, -0.4, -1.1], [0.2, -0.6, 0.5], [0.1, -0.1, 0.4], [0.2, 0.2, -0.3], [0.8, -0.1, 0.0], [0.4, 0.0, -0.2], [-0.2, -0.3, 0.0], [0.4, -1.3, 0.4], [-0.9, 2.6, -0.2], [0.3, 0.3, 1.9], [1.6, 0.6, 0.5], [-1.6, -0.5, -0.7], [-1.4, 0.4, -2.2], [0.9, -1.0, 0.8], [0.1, 0.2, 0.2], [0.3, -0.4, 0.1], [-0.2, 0.2, -0.6], [0.7, -0.1, 0.0], [-0.5, -0.1, -0.2], [0.5, -0.6, 0.1], [-0.9, -0.8, 0.1], [-1.3, 1.1, -1.1], [0.6, -0.6, 0.0], [-1.4, -0.8, -1.0], [1.3, 0.8, 2.2], [1.1, 0.4, -0.3], [2.7, 0.9, 0.1], [-2.9, 0.3, -0.8], [-1.3, 0.1, 0.0], [-0.3, 0.2, -0.3], [0.8, 0.3, 0.7], [0.2, -0.5, 0.4], [-0.5, -0.3, -0.8], [-0.4, 0.0, -0.1]], "spin_multiplicity": 1, "max_force_ha_per_bohr": 0.1323, "orbital_gap_ev": 2.627, "homo_energy_ev": -5.7, "e_lumo_ev": -3.089}